(1)
This record from the Open Molecules 2025 dataset describes a molecular structure, C54H42BrCl3F4N6O2P3S2SiY in a non-equilibrium geometry. The level of theory is ωB97M-V/def2-TZVPD.

Geometry (Å):
Y (0.324, 1.105, -1.143)
N (-2.802, 1.460, -2.744)
P (-2.715, 0.427, -1.443)
C (-3.827, -0.940, -1.966)
C (-4.485, -1.738, -1.032)
C (-5.264, -2.806, -1.442)
C (-5.395, -3.096, -2.795)
C (-4.742, -2.308, -3.731)
C (-3.961, -1.236, -3.318)
C (-3.742, 1.131, -0.090)
C (-4.830, 1.961, -0.346)
C (-5.572, 2.496, 0.694)
C (-5.244, 2.192, 2.010)
C (-4.169, 1.357, 2.276)
C (-3.414, 0.841, 1.230)
P (-1.501, 2.682, -2.829)
C (-1.103, 2.595, -4.604)
C (-0.187, 3.526, -5.110)
C (0.124, 3.576, -6.458)
C (-0.496, 2.715, -7.357)
C (-1.421, 1.800, -6.875)
C (-1.715, 1.739, -5.521)
C (-0.742, 4.058, 0.194)
C (-2.103, 4.386, 0.270)
C (-2.594, 5.585, -0.220)
C (-1.742, 6.516, -0.800)
C (-0.383, 6.225, -0.855)
C (0.107, 5.030, -0.357)
H (-3.723, 1.751, -3.054)
H (-4.371, -1.536, 0.026)
H (-5.757, -3.425, -0.703)
H (-5.999, -3.936, -3.116)
H (-4.828, -2.531, -4.788)
H (-3.437, -0.630, -4.046)
H (-5.087, 2.213, -1.369)
H (-6.404, 3.156, 0.481)
H (-5.822, 2.611, 2.825)
H (-3.911, 1.115, 3.300)
H (-2.559, 0.207, 1.442)
H (0.289, 4.223, -4.427)
H (0.855, 4.295, -6.810)
H (-0.255, 2.755, -8.413)
H (-1.907, 1.110, -7.557)
H (-2.409, 0.991, -5.161)
H (-2.787, 3.674, 0.719)
H (-3.658, 5.787, -0.157)
H (-2.126, 7.444, -1.206)
H (0.306, 6.937, -1.296)
H (1.171, 4.828, -0.410)
F (-1.749, -2.629, 7.555)
C (-1.134, -1.882, 6.632)
C (-0.340, -0.824, 7.029)
F (-0.185, -0.560, 8.332)
C (0.292, -0.057, 6.068)
F (1.071, 0.936, 6.510)
C (0.147, -0.308, 4.710)
P (0.885, 0.776, 3.408)
C (2.674, 0.571, 3.702)
C (3.514, 1.212, 2.789)
C (4.881, 0.988, 2.806)
C (5.428, 0.106, 3.728)
C (4.601, -0.549, 4.628)
C (3.232, -0.320, 4.615)
C (0.494, 2.427, 4.102)
C (-0.853, 2.786, 4.091)
C (-1.253, 4.053, 4.479)
C (-0.304, 4.989, 4.868)
C (1.039, 4.644, 4.871)
C (1.437, 3.368, 4.492)
C (-0.646, -1.397, 4.326)
Br (-0.882, -1.880, 2.506)
C (-1.281, -2.167, 5.287)
F (-2.054, -3.205, 4.956)
H (3.091, 1.855, 2.024)
H (5.509, 1.475, 2.072)
H (6.493, -0.088, 3.727)
H (5.018, -1.253, 5.338)
H (2.598, -0.855, 5.312)
H (-1.595, 2.075, 3.743)
H (-2.302, 4.319, 4.443)
H (-0.609, 5.990, 5.146)
H (1.786, 5.372, 5.161)
H (2.489, 3.112, 4.501)
N (-0.753, -6.379, -3.985)
C (-0.291, -5.054, -3.998)
C (1.068, -4.784, -4.168)
C (1.536, -3.488, -4.099)
C (0.644, -2.448, -3.872)
C (-0.716, -2.701, -3.775)
C (-1.185, -3.998, -3.851)
S (1.223, -0.809, -3.633)
O (0.090, 0.091, -3.797)
O (2.387, -0.632, -4.453)
N (1.509, -0.586, -2.068)
C (2.180, -1.386, -1.211)
N (2.002, -0.965, 0.064)
C (2.588, -1.671, 1.011)
C (3.342, -2.801, 0.729)
C (3.459, -3.137, -0.608)
N (2.906, -2.436, -1.590)
H (-0.051, -7.015, -3.637)
H (-1.588, -6.472, -3.423)
H (1.763, -5.607, -4.295)
H (2.592, -3.273, -4.178)
H (-1.395, -1.882, -3.599)
H (-2.242, -4.195, -3.712)
H (2.447, -1.334, 2.031)
H (3.799, -3.388, 1.511)
H (4.027, -4.012, -0.909)
S (-1.165, -2.628, -0.515)
C (-0.437, -4.135, -0.495)
N (0.039, -5.198, -0.497)
Cl (4.798, 4.227, -1.567)
Si (3.384, 2.779, -0.798)
Cl (4.602, 1.031, -1.169)
Cl (2.064, 2.675, -2.632)
C (-0.231, 2.752, 0.654)
H (-0.934, 2.315, 1.373)
H (0.723, 2.895, 1.180)

Results
Total charge: -2
Calculated total energy: -246661.858 eV

---

(2)
This record from the Open Molecules 2025 dataset describes a molecular structure, C54H42N10S3V in a non-equilibrium geometry. The level of theory is ωB97M-V/def2-TZVPD.

Geometry (Å):
V (-0.124, -0.547, 1.332)
C (3.092, 1.967, 2.692)
C (2.076, 1.472, 1.894)
N (1.299, 0.457, 2.295)
C (1.522, -0.009, 3.556)
C (2.587, 0.490, 4.319)
N (3.371, 1.452, 3.889)
C (0.544, -0.977, 3.986)
C (0.401, -1.498, 5.262)
C (-0.696, -2.314, 5.554)
C (-1.606, -2.599, 4.533)
C (-1.394, -2.078, 3.266)
N (-0.335, -1.275, 3.000)
C (-2.217, -2.256, 2.096)
C (-3.447, -2.921, 2.039)
N (-4.155, -2.988, 0.934)
C (-3.641, -2.416, -0.157)
C (-2.423, -1.764, -0.138)
N (-1.703, -1.655, 0.984)
C (-0.907, -2.796, 6.920)
C (-2.172, -2.728, 7.502)
C (-2.315, -3.142, 8.816)
N (-1.313, -3.618, 9.529)
C (-0.117, -3.702, 8.982)
C (0.147, -3.298, 7.683)
H (3.719, 2.787, 2.375)
H (1.879, 1.882, 0.908)
H (2.821, 0.082, 5.292)
H (1.099, -1.228, 6.037)
H (-2.453, -3.236, 4.722)
H (-3.880, -3.384, 2.916)
H (-4.235, -2.489, -1.056)
H (-2.003, -1.309, -1.029)
H (-3.011, -2.326, 6.958)
H (-3.268, -3.093, 9.324)
H (0.663, -4.106, 9.613)
H (1.138, -3.397, 7.269)
N (-1.116, 1.011, 1.093)
S (-0.856, 1.948, -0.010)
N (0.397, 1.608, -1.062)
S (0.381, 0.638, -2.277)
N (0.265, -0.888, -2.016)
S (1.258, -1.800, -1.021)
N (1.020, -1.685, 0.429)
C (2.929, -1.198, -1.443)
C (3.663, -1.499, -2.575)
C (4.874, -0.851, -2.775)
C (5.325, 0.091, -1.865)
C (4.591, 0.372, -0.724)
C (3.398, -0.290, -0.512)
C (0.818, -3.437, -1.663)
C (1.024, -3.823, -2.976)
C (0.617, -5.087, -3.378)
C (-0.032, -5.924, -2.484)
C (-0.275, -5.508, -1.183)
C (0.169, -4.266, -0.761)
C (1.829, 1.015, -3.274)
C (2.656, 2.094, -3.032)
C (3.632, 2.415, -3.963)
C (3.773, 1.655, -5.114)
C (2.949, 0.560, -5.336)
C (1.966, 0.241, -4.417)
C (-0.914, 1.020, -3.462)
C (-0.802, 2.227, -4.137)
C (-1.721, 2.540, -5.123)
C (-2.743, 1.650, -5.424)
C (-2.843, 0.446, -4.744)
C (-1.922, 0.122, -3.758)
C (-0.426, 3.622, 0.506)
C (0.627, 4.320, -0.054)
C (0.867, 5.621, 0.352)
C (0.025, 6.225, 1.270)
C (-1.042, 5.523, 1.814)
C (-1.259, 4.204, 1.447)
C (-2.324, 2.286, -1.010)
C (-2.323, 3.388, -1.846)
C (-3.486, 3.721, -2.517)
C (-4.639, 2.979, -2.312)
C (-4.630, 1.884, -1.462)
C (-3.463, 1.529, -0.807)
H (3.313, -2.235, -3.278)
H (5.456, -1.082, -3.653)
H (6.262, 0.595, -2.029)
H (4.944, 1.098, -0.008)
H (2.814, -0.143, 0.382)
H (1.466, -3.149, -3.691)
H (0.799, -5.412, -4.392)
H (-0.371, -6.896, -2.808)
H (-0.813, -6.144, -0.495)
H (0.017, -3.914, 0.251)
H (2.531, 2.667, -2.126)
H (4.268, 3.270, -3.799)
H (4.518, 1.922, -5.846)
H (3.062, -0.029, -6.232)
H (1.300, -0.596, -4.572)
H (-0.002, 2.910, -3.895)
H (-1.634, 3.471, -5.661)
H (-3.452, 1.890, -6.203)
H (-3.626, -0.255, -4.991)
H (-1.967, -0.819, -3.233)
H (1.235, 3.837, -0.799)
H (1.710, 6.155, -0.053)
H (0.208, 7.246, 1.562)
H (-1.707, 5.990, 2.522)
H (-2.065, 3.624, 1.877)
H (-1.432, 3.990, -1.951)
H (-3.496, 4.575, -3.176)
H (-5.557, 3.275, -2.794)
H (-5.533, 1.323, -1.286)
H (-3.433, 0.699, -0.116)

Results
Multiplicity: 4
Total charge: +2
Calculated total energy: -129755.392 eV

---

(3)
This record from the Open Molecules 2025 dataset describes a molecular structure, C54H43N4P3SSe2SnTe in a non-equilibrium geometry. The level of theory is ωB97M-V/def2-TZVPD.

Geometry (Å):
Sn (0.306, 1.208, 0.163)
N (4.745, 2.592, 0.029)
C (5.641, 1.499, -0.028)
C (6.980, 1.717, -0.296)
C (7.857, 0.644, -0.399)
C (7.395, -0.649, -0.233)
C (6.054, -0.874, 0.056)
C (5.191, 0.199, 0.160)
S (3.506, -0.098, 0.638)
N (2.765, 1.382, 0.330)
C (3.404, 2.478, 0.116)
C (2.579, 3.695, -0.074)
C (3.115, 4.974, -0.043)
C (2.288, 6.062, -0.286)
C (0.951, 5.839, -0.550)
C (0.483, 4.535, -0.507)
N (1.271, 3.491, -0.272)
H (5.140, 3.491, -0.182)
H (7.344, 2.731, -0.415)
H (8.901, 0.828, -0.613)
H (8.074, -1.487, -0.317)
H (5.679, -1.878, 0.219)
H (4.155, 5.138, 0.201)
H (2.694, 7.064, -0.261)
H (0.272, 6.650, -0.771)
H (-0.566, 4.314, -0.659)
Se (-0.070, 1.035, 2.701)
P (-1.846, 2.424, 2.384)
Se (-2.394, 2.626, 0.322)
C (-3.207, 1.761, 3.375)
C (-4.505, 1.798, 2.876)
C (-5.541, 1.277, 3.634)
C (-5.285, 0.720, 4.878)
C (-3.990, 0.695, 5.381)
C (-2.948, 1.212, 4.631)
C (-1.268, 4.004, 3.066)
C (-1.382, 5.174, 2.325)
C (-0.884, 6.364, 2.837)
C (-0.271, 6.380, 4.081)
C (-0.168, 5.213, 4.827)
C (-0.666, 4.023, 4.324)
H (-4.706, 2.234, 1.906)
H (-6.552, 1.300, 3.249)
H (-6.098, 0.302, 5.457)
H (-3.798, 0.273, 6.358)
H (-1.935, 1.183, 5.012)
H (-1.868, 5.159, 1.359)
H (-0.984, 7.277, 2.266)
H (0.119, 7.309, 4.476)
H (0.306, 5.232, 5.799)
H (-0.576, 3.111, 4.901)
Te (-1.100, -3.428, 1.293)
C (-1.527, -4.842, -0.258)
C (-0.551, -5.710, -0.719)
C (-0.895, -6.585, -1.746)
N (-2.102, -6.618, -2.295)
C (-3.033, -5.791, -1.836)
C (-2.798, -4.878, -0.812)
C (-0.680, -2.006, -0.255)
P (-1.818, -0.705, -0.574)
C (-1.923, -0.391, -2.359)
C (-1.683, 0.878, -2.874)
C (-1.826, 1.125, -4.230)
C (-2.236, 0.105, -5.075)
C (-2.494, -1.160, -4.564)
C (-2.331, -1.416, -3.213)
C (-3.488, -1.161, -0.058)
C (-3.754, -1.373, 1.295)
C (-4.994, -1.854, 1.685)
C (-5.985, -2.070, 0.739)
C (-5.757, -1.750, -0.593)
C (-4.514, -1.288, -0.995)
P (1.032, -1.590, -0.511)
C (1.350, -1.383, -2.283)
C (0.992, -2.379, -3.192)
C (1.328, -2.243, -4.528)
C (1.998, -1.112, -4.973)
C (2.353, -0.117, -4.074)
C (2.039, -0.260, -2.732)
C (2.083, -2.986, -0.005)
C (2.337, -3.148, 1.361)
C (3.157, -4.172, 1.800)
C (3.744, -5.032, 0.880)
C (3.539, -4.840, -0.477)
C (2.717, -3.814, -0.925)
H (0.448, -5.722, -0.302)
H (-0.167, -7.281, -2.148)
H (-4.007, -5.856, -2.308)
H (-3.592, -4.227, -0.466)
H (-1.417, 1.696, -2.214)
H (-1.634, 2.117, -4.618)
H (-2.362, 0.297, -6.132)
H (-2.824, -1.951, -5.224)
H (-2.532, -2.404, -2.814)
H (-3.009, -1.139, 2.042)
H (-5.182, -2.051, 2.731)
H (-6.946, -2.466, 1.042)
H (-6.546, -1.863, -1.325)
H (-4.346, -1.032, -2.031)
H (0.456, -3.255, -2.845)
H (1.065, -3.025, -5.229)
H (2.244, -1.006, -6.021)
H (2.882, 0.765, -4.413)
H (2.352, 0.500, -2.025)
H (1.908, -2.454, 2.073)
H (3.348, -4.290, 2.859)
H (4.370, -5.845, 1.223)
H (4.029, -5.482, -1.198)
H (2.578, -3.665, -1.986)

Results
Total charge: +2
Calculated total energy: -245163.657 eV

---

(4)
This record from the Open Molecules 2025 dataset describes a molecular structure, C54H46N6NiOP2S2. The level of theory is ωB97M-V/def2-TZVPD.

Geometry (Å):
Ni (-0.580, 0.083, -0.605)
O (1.701, -2.006, -0.486)
S (1.378, -0.739, 0.185)
C (2.817, 0.300, 0.178)
C (3.952, -0.436, 0.469)
C (5.224, 0.130, 0.612)
C (5.326, 1.485, 0.461)
C (6.527, 2.384, 0.557)
C (5.997, 3.793, 0.204)
C (4.539, 3.587, -0.102)
C (3.600, 4.459, -0.572)
C (2.319, 3.949, -0.832)
C (1.920, 2.648, -0.577)
P (0.279, 2.233, -1.238)
C (-0.907, 3.533, -0.796)
C (-0.650, 4.596, 0.063)
C (-1.667, 5.474, 0.408)
C (-2.949, 5.295, -0.092)
C (-3.218, 4.223, -0.933)
C (-2.205, 3.343, -1.273)
C (0.592, 2.419, -3.026)
C (-0.212, 3.172, -3.873)
C (0.099, 3.271, -5.226)
C (1.211, 2.622, -5.737)
C (2.015, 1.860, -4.894)
C (1.705, 1.757, -3.550)
C (2.887, 1.709, -0.082)
C (4.185, 2.237, 0.107)
C (1.182, -1.139, 1.911)
C (2.006, -0.592, 2.864)
C (2.066, -1.067, 4.192)
C (1.312, -2.155, 4.515)
C (1.212, -2.951, 5.789)
C (0.132, -4.025, 5.505)
C (-0.321, -3.753, 4.095)
C (-1.291, -4.340, 3.329)
C (-1.544, -3.793, 2.059)
C (-0.835, -2.736, 1.507)
P (-1.523, -2.048, -0.048)
C (-3.321, -2.051, 0.234)
C (-4.132, -3.126, -0.126)
C (-5.488, -3.105, 0.166)
C (-6.046, -2.014, 0.817)
C (-5.248, -0.934, 1.164)
C (-3.894, -0.948, 0.868)
C (-1.254, -3.323, -1.304)
C (-1.987, -3.262, -2.491)
C (-1.788, -4.207, -3.481)
C (-0.845, -5.212, -3.302)
C (-0.101, -5.263, -2.135)
C (-0.303, -4.322, -1.135)
C (0.256, -2.180, 2.252)
C (0.422, -2.685, 3.555)
H (3.838, -1.506, 0.598)
H (6.078, -0.494, 0.839)
H (7.307, 2.056, -0.132)
H (6.957, 2.345, 1.558)
H (6.516, 4.225, -0.652)
H (6.119, 4.494, 1.032)
H (3.826, 5.495, -0.786)
H (1.606, 4.620, -1.298)
H (0.332, 4.732, 0.494)
H (-1.455, 6.303, 1.071)
H (-3.738, 5.986, 0.175)
H (-4.218, 4.068, -1.316)
H (-2.438, 2.494, -1.910)
H (-1.064, 3.715, -3.489)
H (-0.520, 3.882, -5.871)
H (1.464, 2.719, -6.785)
H (2.891, 1.359, -5.284)
H (2.349, 1.169, -2.903)
H (2.664, 0.219, 2.585)
H (2.737, -0.596, 4.898)
H (0.943, -2.311, 6.630)
H (2.176, -3.400, 6.035)
H (-0.704, -3.959, 6.202)
H (0.531, -5.036, 5.592)
H (-1.886, -5.171, 3.685)
H (-2.370, -4.208, 1.496)
H (-3.712, -3.989, -0.625)
H (-6.108, -3.946, -0.115)
H (-7.104, -2.001, 1.041)
H (-5.683, -0.071, 1.652)
H (-3.286, -0.080, 1.098)
H (-2.727, -2.483, -2.638)
H (-2.376, -4.167, -4.389)
H (-0.697, -5.958, -4.072)
H (0.640, -6.039, -1.994)
H (0.291, -4.365, -0.232)
N (-0.535, -0.431, -5.900)
C (0.288, -1.448, -5.608)
N (0.758, -2.207, -6.600)
N (0.669, -1.771, -4.373)
C (0.143, -1.108, -3.395)
N (-0.316, -0.524, -2.503)
H (-0.759, -0.193, -6.849)
H (-0.767, 0.242, -5.186)
H (0.536, -2.040, -7.564)
H (1.338, -2.990, -6.357)
C (-1.662, 3.080, 4.043)
N (-1.880, 1.643, 4.050)
C (-2.343, 0.894, 5.115)
C (-2.411, -0.389, 4.706)
N (-1.982, -0.405, 3.396)
C (-1.652, 0.835, 2.996)
S (-1.097, 1.405, 1.489)
H (-1.947, 3.471, 5.015)
H (-2.265, 3.538, 3.260)
H (-0.612, 3.292, 3.849)
H (-2.587, 1.346, 6.060)
H (-2.732, -1.277, 5.220)
H (-1.916, -1.216, 2.801)

Results
Multiplicity: 3
Total charge: +2
Calculated total energy: -149015.270 eV

---

- What is the formula in the first record?
  C54H42BrCl3F4N6O2P3S2SiY